--- P ---
121
Properties=species:S:1:pos:R:3 method="wB97M-V/def2-TZVPD" homo_lumo_gap_ev=9.852 spin_multiplicity=1 molar_mass_g_mol=1365.29 homo_energy_ev=-10.11
C 3.20 -3.73 0.20
H -2.33 1.77 -2.97
O -7.16 2.78 2.74
S 5.18 1.30 0.74
H 1.30 3.14 -6.74
H -5.11 0.39 3.06
C -3.29 1.54 -3.42
H -2.72 0.26 4.23
O -0.98 0.05 -0.56
O -0.71 -5.20 1.21
H 0.81 4.46 -0.09
O -7.29 3.17 0.24
H -5.61 2.93 3.99
O 3.97 -0.28 -5.47
H 2.62 3.08 -7.84
C 0.32 -0.22 -0.81
C 2.05 2.46 -7.14
H -2.51 -1.94 5.81
H -2.41 -6.47 1.09
O 4.39 6.73 -1.35
S 4.05 5.45 -0.67
H -1.84 -5.41 -1.58
H 1.92 0.54 7.69
H 0.67 0.34 -1.68
H -0.91 -4.85 -4.64
O 2.53 5.57 0.05
O 4.88 -3.11 -1.41
C -5.33 1.38 2.67
C -1.61 -6.03 0.49
H -3.29 0.94 -4.33
S -1.92 -1.94 -3.58
O -0.29 -2.62 1.27
H 2.03 3.71 0.90
H -3.25 -5.40 -0.67
O 2.40 0.18 3.40
O -1.77 -0.79 -4.55
O -2.38 -3.54 2.36
H -3.51 -2.07 4.39
H -2.03 0.04 5.91
H 1.17 -0.47 1.22
C -6.31 2.16 3.66
H 0.93 -1.56 7.03
H -4.46 -0.17 -2.78
O -2.20 -3.24 -4.51
H 0.40 1.04 -7.97
H 1.82 1.18 -8.86
O 1.68 1.08 5.72
H 0.57 -2.21 -4.88
H 8.60 1.35 0.33
S -7.30 2.10 1.25
H -1.14 -6.88 -0.01
H 7.40 3.60 1.38
H -3.68 0.72 -1.45
H 3.25 0.18 6.56
S -5.03 3.16 -2.75
H 0.51 -1.27 -1.02
H 1.62 3.70 -2.11
C 7.17 2.57 1.65
O 4.27 0.38 1.41
O 2.94 2.11 -6.08
O 2.81 -1.75 -2.08
H 5.24 -4.49 0.06
H -0.83 -3.46 -5.91
C 0.22 -3.00 -4.22
O -2.98 -1.92 -2.57
C 1.09 0.26 0.40
S -1.33 -3.67 1.33
C 1.88 4.28 -0.01
O 3.43 -3.74 -3.51
S -5.12 -0.21 6.60
O -4.01 0.75 5.82
C 1.47 1.16 -7.83
O 0.00 0.96 3.66
O 3.43 4.28 -1.68
C -4.18 0.81 -2.41
S 3.40 -3.08 -2.22
O -6.46 -0.02 6.06
C 4.69 -3.56 -0.06
O -8.35 1.19 1.18
H 7.50 2.12 -0.52
H 5.37 -2.97 0.54
C 2.17 0.20 6.69
O -6.29 3.74 -3.30
C -0.91 -3.78 -4.87
C -3.35 -1.49 5.29
H 2.06 0.63 0.08
O -4.45 -1.65 6.09
S 1.23 0.39 4.26
O -4.97 -0.06 8.04
C 1.61 -1.16 6.27
S -1.16 1.42 0.49
H 2.41 2.53 -1.07
O -5.89 1.37 1.37
O 0.42 1.41 0.82
H 2.69 -2.85 0.61
O 5.07 5.00 0.27
O 0.89 -1.07 5.08
O -5.33 1.52 -2.47
O 4.78 2.07 -0.41
O 1.78 0.44 -4.45
O -0.46 -2.49 -3.06
O -2.07 1.09 1.62
O 2.74 -4.07 -1.07
C -2.18 -5.19 -0.57
O -4.35 3.79 -1.59
H 3.05 -4.63 0.79
H -4.34 1.82 2.58
H 7.81 2.33 2.50
C 7.56 1.64 0.46
S 2.71 0.48 -5.62
H -6.75 1.69 4.54
O 5.78 2.35 1.86
O -1.48 2.57 -0.34
C 2.31 3.60 -1.27
O -2.02 -3.84 -0.19
O 6.64 0.57 0.54
C -2.91 0.01 5.27
H 1.12 -3.56 -3.97
O 1.91 0.04 -7.04
O -3.83 2.86 -3.81
H 2.48 -1.82 6.19

--- Q ---
121
Properties=species:S:1:pos:R:3 method="wB97M-V/def2-TZVPD" homo_lumo_gap_ev=9.721 spin_multiplicity=1 molar_mass_g_mol=1365.29 homo_energy_ev=-10.16
H -19.46 -24.88 11.59
C -21.09 -24.27 5.56
H -14.07 -33.96 8.80
H -9.69 -30.77 10.60
H -15.61 -35.11 11.01
O -11.84 -28.91 7.85
H -18.88 -24.70 5.19
O -19.55 -30.54 12.84
H -21.15 -32.92 11.16
H -19.75 -31.84 10.59
O -15.29 -28.74 5.89
H -19.07 -26.83 13.49
C -17.32 -26.00 2.64
O -22.18 -25.12 5.30
C -11.66 -31.59 10.29
H -12.88 -26.73 7.28
O -12.05 -31.09 9.03
H -13.48 -25.43 13.19
S -16.45 -24.77 12.62
S -15.65 -24.29 3.43
C -17.09 -28.72 9.13
H -20.72 -32.14 13.43
C -15.04 -32.05 5.71
O -17.19 -32.49 11.27
O -15.79 -24.29 13.80
O -12.51 -27.70 11.94
O -11.62 -26.21 13.62
O -17.19 -26.19 13.08
O -22.29 -25.79 2.88
S -10.46 -28.00 4.83
O -12.02 -24.92 6.79
O -11.90 -24.37 9.13
C -10.71 -30.53 10.89
O -12.25 -34.16 4.68
S -11.21 -23.86 7.72
H -11.39 -29.25 2.31
O -21.23 -30.77 11.15
H -10.88 -30.82 2.96
H -14.58 -31.78 7.70
H -13.07 -29.16 3.75
H -13.87 -25.14 7.57
H -21.10 -23.77 6.53
H -15.71 -27.39 2.08
H -15.87 -32.72 5.90
C -15.90 -26.60 2.79
O -16.73 -29.32 7.88
O -13.46 -29.13 9.71
O -15.40 -27.43 8.04
O -9.84 -24.24 7.62
O -11.86 -28.73 5.18
H -11.61 -26.43 9.22
H -14.41 -27.70 12.69
S -11.06 -27.14 12.40
H -13.15 -25.82 9.77
O -10.75 -26.79 4.10
C -11.09 -29.79 3.21
O -9.62 -27.92 5.99
O -22.06 -27.54 4.61
O -17.87 -23.98 12.44
S -15.90 -32.27 10.69
O -15.01 -23.12 2.93
H -12.54 -31.70 10.93
H -18.10 -28.31 9.06
C -12.92 -25.68 7.58
O -14.29 -32.76 4.68
C -12.38 -25.69 9.01
O -11.55 -22.50 7.42
O -19.52 -28.99 10.85
H -11.13 -32.54 10.18
H -13.25 -28.48 13.70
C -16.09 -27.53 9.27
C -18.54 -26.29 12.69
O -14.81 -33.26 11.38
O -11.03 -29.33 10.20
H -15.47 -31.11 5.35
O -10.41 -26.28 11.44
O -15.38 -30.92 10.60
C -12.26 -29.71 4.24
O -9.95 -29.17 3.83
S -13.39 -33.84 5.46
C -19.85 -25.16 5.40
S -21.79 -26.23 4.16
O -15.77 -24.50 4.85
C -14.74 -34.51 10.71
O -17.10 -24.57 2.78
C -19.00 -24.84 12.58
H -10.87 -30.34 11.95
C -15.06 -34.16 9.23
O -14.99 -25.53 2.71
H -17.13 -29.43 9.94
H -15.41 -27.74 10.10
H -19.08 -32.54 12.80
S -20.39 -29.54 11.86
H -19.71 -24.41 13.28
H -15.62 -34.89 8.66
H -16.58 -26.61 9.59
H -13.36 -26.29 14.74
H -13.49 -30.84 6.67
C -19.94 -31.87 12.70
O -15.74 -24.92 11.39
H -17.95 -26.46 3.41
O -13.03 -32.85 6.72
H -19.72 -25.81 6.27
C -13.99 -31.80 6.79
S -16.22 -28.21 6.85
C -20.55 -32.04 11.31
O -17.28 -27.40 6.38
O -21.32 -28.71 12.53
C -13.04 -26.30 13.69
O -14.32 -34.83 5.93
H -21.11 -23.46 4.82
O -10.23 -28.18 12.94
O -20.20 -25.95 4.27
H -15.82 -27.03 3.79
S -12.22 -29.47 9.11
H -17.93 -26.14 1.75
H -12.63 -30.68 4.56
C -13.39 -27.61 13.05
H -18.60 -26.99 11.86
O -15.89 -32.99 9.24
H -13.78 -34.96 10.91

On energetic grounds, Q is preferred over the next structure by 540.9 kJ/mol.

--- P ---
23
Properties=species:S:1:pos:R:3 method="wB97M-V/def2-TZVPD" homo_lumo_gap_ev="6.986 / 5.630" spin_multiplicity=1 molar_mass_g_mol=139.20 total_charge=+2 homo_energy_ev="-16.71 / -16.10"
H 0.00 -3.43 -0.27
H 1.24 1.82 1.36
H -1.92 -2.15 0.27
C 2.25 1.52 -0.50
H 1.25 -2.46 -1.00
H 2.53 -0.59 0.05
H 2.96 1.31 1.62
H -2.32 1.83 -1.35
H 3.22 1.26 -1.07
N 0.54 -0.15 0.30
H 1.39 1.97 -1.21
C 1.82 0.17 0.10
H -2.84 1.41 1.52
H -2.54 3.07 0.04
H -0.58 -2.49 -1.69
C -0.18 -1.22 0.02
N -1.55 -1.20 0.33
C -2.46 -0.31 0.67
C 0.15 -2.39 -0.78
N -2.51 1.07 0.61
H -3.39 -0.78 1.14
C -2.44 2.04 -0.28
C 2.10 1.49 0.90

--- Q ---
23
Properties=species:S:1:pos:R:3 method="wB97M-V/def2-TZVPD" homo_lumo_gap_ev=10.383 smiles=[NH3+][C@H]1CCCc2[nH+]ccn21 spin_multiplicity=1 molar_mass_g_mol=139.20 total_charge=+2 homo_energy_ev=-17.67
H -1.67 -2.73 0.09
N 0.55 0.53 0.08
H -0.51 2.79 -0.43
C 2.79 0.71 0.08
H -2.04 2.56 0.13
H 1.39 2.42 0.70
C 1.65 1.41 0.34
C 1.07 -0.68 -0.13
H -1.55 1.73 -1.44
C -1.16 -1.83 0.42
H -1.02 -1.94 1.46
H 0.56 -2.94 -0.14
H 3.77 0.96 0.09
H 3.12 -1.28 -0.42
N -1.29 2.09 -0.45
C -1.76 -0.43 0.06
C 0.21 -1.89 -0.31
H -0.03 -1.97 -1.34
H -1.76 -0.61 -0.95
H -2.67 -0.21 0.55
N 2.45 -0.57 -0.15
H -1.12 1.03 1.38
C -0.96 0.83 0.38

On energetic grounds, Q is preferred over the next structure by 474.6 kJ/mol.

--- P ---
23
Properties=species:S:1:pos:R:3 method="wB97M-V/def2-TZVPD" homo_lumo_gap_ev=8.746 smiles="O=C=CCCC1(/C=[N+](/[O-])O)CC1" spin_multiplicity=1 molar_mass_g_mol=169.18 homo_energy_ev=-8.17
O -0.54 -2.91 0.53
C 0.40 -1.17 -2.10
C 1.29 -0.37 -1.21
O -2.63 -2.64 0.55
H 0.62 -2.22 -2.14
H -1.84 0.68 2.13
H 2.21 -0.91 -1.41
C -0.98 1.63 0.22
C -0.50 0.20 0.46
H -0.25 2.53 0.05
H -2.52 -0.23 0.15
H -0.67 -3.58 1.22
C -1.51 -0.77 0.26
H -1.97 1.64 -0.32
C 0.89 -0.32 0.28
H -0.11 1.52 2.32
H 1.02 -1.39 0.67
C -0.94 1.04 1.62
C -0.89 -0.94 -2.26
H 1.43 0.67 -1.55
O -2.00 -0.97 -2.64
H 1.46 0.27 0.96
N -1.63 -2.02 0.39

--- Q ---
23
Properties=species:S:1:pos:R:3 method="wB97M-V/def2-TZVPD" homo_lumo_gap_ev="8.136 / 8.138" smiles="[O-][N+]1=C(O)C=C[C@H]1O.C#CCC" spin_multiplicity=1 molar_mass_g_mol=169.18 homo_energy_ev="-8.01 / -8.01"
N 1.42 -0.03 -1.11
H -0.99 -2.53 0.28
C 1.94 -1.83 -2.42
O 1.57 0.92 -0.29
H -1.90 1.86 0.60
C -0.62 -0.53 1.28
H -0.63 0.65 2.94
C 0.83 -1.20 -2.92
C 2.43 -1.10 -1.21
O -0.49 0.76 -2.15
H -2.09 2.18 2.23
H -0.79 0.89 -1.26
H 3.64 0.32 -0.77
C -0.66 0.77 1.94
C -0.75 -1.60 0.72
H 2.43 -1.67 -0.33
H -2.88 0.86 1.55
H 0.25 -1.44 -3.84
C 0.49 -0.12 -2.04
H 2.63 -2.65 -2.75
H 0.14 1.52 1.78
O 3.68 -0.44 -1.38
C -2.01 1.44 1.52

On energetic grounds, Q is preferred over the next structure by 172.6 kJ/mol.

--- P ---
17
Properties=species:S:1:pos:R:3 method="wB97M-V/def2-TZVPD" homo_lumo_gap_ev="7.356 / 7.354" spin_multiplicity=1 molar_mass_g_mol=161.18 homo_energy_ev="-9.03 / -9.02"
C -0.20 -0.67 -0.08
H -0.62 -2.52 0.66
C -1.27 2.15 0.31
S -2.08 -0.30 -0.17
H -1.53 3.11 -0.15
N -0.08 1.77 -0.14
O -2.96 -0.95 0.74
O -2.51 -0.18 -1.53
H 2.49 -0.47 0.00
C 0.04 -2.13 -0.07
H 2.39 1.35 -0.02
H 2.20 0.54 1.50
O 0.67 2.58 -0.74
H -0.20 -2.80 -0.90
H 1.19 -2.35 0.18
C 0.51 0.43 -0.01
C 1.98 0.44 0.42

--- Q ---
17
Properties=species:S:1:pos:R:3 method="wB97M-V/def2-TZVPD" homo_lumo_gap_ev=9.938 smiles="CC1=C(C)S(=O)(=O)NC1=O" spin_multiplicity=1 molar_mass_g_mol=161.18 homo_energy_ev=-10.25
O 2.42 -1.35 0.99
H 0.35 -2.69 -0.32
C 0.60 1.65 0.31
H -1.23 -2.08 0.77
O 2.38 -0.90 -1.42
H -2.40 1.01 -0.95
H -2.42 0.51 0.82
C -1.89 1.09 -0.01
C -0.01 -0.67 -0.16
H -1.26 -2.20 -1.08
C -0.50 0.63 0.03
S 1.83 -0.65 -0.13
H -1.88 2.05 0.20
C -0.63 -2.03 -0.18
N 1.76 1.11 0.03
H 2.44 1.74 0.37
O 0.43 2.79 0.72

On energetic grounds, Q is preferred over the next structure by 534.2 kJ/mol.